Entry 1:
22
Properties=species:S:1:pos:R:3:forces:R:3:mulliken_charge:R:1 method="wB97M-V/def2-TZVPD" de_lowest_kcal_mol=189.8 gap_ev=9.47 energy_ha=-400.3905 e_homo_ha=-0.315 spin_multiplicity=1 smiles="C=NN(C)[C@H]1C[C@@H](N)C1"
C 1.42273 -0.95912 1.55597 -0.34 -3.83 1.74 -0.912
C -0.27617 0.65821 3.14525 -0.55 -4.36 2.30 -0.157
C 0.62392 0.62363 -0.21190 -1.00 -2.12 -3.80 0.204
C 0.54411 -0.35085 -1.64103 0.24 -1.77 2.40 -0.725
C -0.71268 0.35866 -2.05430 -2.91 -3.02 -1.04 -0.063
C -0.72213 1.27869 -0.90116 4.81 -0.30 -0.06 -1.052
H 1.76486 -1.92901 0.79600 -0.90 3.60 1.97 0.219
H 2.06591 -0.19791 1.91286 2.59 -0.15 0.09 0.555
H 1.12966 -1.52007 2.58472 0.37 1.04 -2.61 0.155
H -0.14378 -0.52808 3.63588 0.22 2.90 -1.98 0.054
H -0.88292 1.01736 4.01195 0.73 1.64 -1.61 0.254
H 1.56310 1.18191 -0.50299 -0.78 -0.10 1.87 0.262
H 1.30472 -0.21117 -2.41384 0.48 -0.09 0.60 0.257
H 0.46720 -1.49907 -1.36866 -0.07 2.28 -0.70 0.376
H -0.64026 0.93916 -2.94024 0.17 0.05 -1.07 0.293
H -1.24739 -1.43717 -2.97838 -2.78 1.24 1.69 0.277
H -2.65947 -1.15810 -1.61314 3.43 1.37 -3.42 0.258
H -0.43248 2.25571 -1.23546 -0.17 0.73 -0.03 0.282
H -1.48451 1.33615 -0.27960 -3.68 0.17 2.84 0.468
N 0.36596 -0.10810 1.11581 -1.12 2.41 -4.04 0.288
N -0.06768 0.96302 1.92132 -0.56 -1.31 2.21 -0.603
N -1.98268 -0.71385 -2.53905 1.82 -0.37 2.62 -0.688

=====

Entry 2:
90
Properties=species:S:1:pos:R:3:forces:R:3:mulliken_charge:R:1 method="wB97M-V/def2-TZVPD" de_lowest_kcal_mol=3.9 gap_ev=8.14 energy_ha=-4197.9244 e_homo_ha=-0.314 spin_multiplicity=1
Ti 0.49494 -1.25676 0.24607 0.95 -0.64 0.06 -0.507
N -0.23829 -6.81796 -5.31158 0.04 0.15 0.07 -0.521
C -0.55315 -5.85191 -4.38264 -0.01 -0.09 -0.08 1.102
C -1.09567 -4.62366 -4.78749 -0.01 0.03 -0.04 -0.790
C -1.35089 -3.62930 -3.86826 -0.03 -0.06 0.18 -0.561
C -1.06586 -3.85270 -2.51846 0.11 -0.15 -0.09 -0.581
C -0.56414 -5.07686 -2.09810 -0.03 0.01 0.07 -0.260
C -0.31342 -6.06957 -3.02305 0.03 -0.11 0.02 -0.939
S -1.28520 -2.54781 -1.38634 0.09 0.08 -0.56 1.922
O -0.81713 -2.97226 -0.04751 0.11 0.14 -0.12 -0.638
O -2.62404 -2.07523 -1.47367 -0.24 0.05 -0.05 -0.731
N -0.10199 -1.47142 -1.67700 -0.55 0.76 -0.56 0.975
C -0.13193 -0.49054 -2.71109 -0.08 -0.79 0.33 0.321
N 0.99285 0.19170 -2.86978 0.20 0.14 0.10 -0.461
C 0.96181 1.18101 -3.75375 0.07 -0.06 0.05 -0.314
C -0.16466 1.47645 -4.50579 0.05 0.06 -0.01 -0.729
C -1.23724 0.62812 -4.33236 -0.12 -0.21 0.07 -0.314
N -1.22989 -0.36576 -3.44274 -0.20 0.12 -0.12 -0.414
H -0.59556 -6.72078 -6.24403 -0.05 -0.02 -0.02 0.204
H -0.08598 -7.75860 -4.99679 -0.03 -0.02 0.01 0.212
H -1.32039 -4.45885 -5.83548 0.03 0.00 0.04 0.299
H -1.77598 -2.68233 -4.17692 0.03 -0.03 0.01 0.562
H -0.39085 -5.26076 -1.04598 0.03 0.06 -0.07 0.626
H 0.07785 -7.02650 -2.69372 -0.02 0.06 -0.02 0.311
H 1.88226 1.74163 -3.87194 -0.01 0.03 0.02 0.467
H -0.19121 2.30081 -5.20419 0.03 -0.05 0.00 0.445
H -2.14002 0.72752 -4.92732 0.02 0.01 0.04 0.444
C 2.45147 -3.07804 5.44367 0.00 0.08 -0.08 -1.441
C 2.82331 -2.26516 4.22821 0.06 -0.06 0.10 0.654
C 3.69223 -1.18238 4.32053 -0.01 0.05 0.03 -0.767
C 4.03292 -0.42269 3.20354 0.04 0.06 0.09 0.455
C 4.97625 0.74989 3.32203 -0.05 -0.08 -0.01 -2.018
C 3.49000 -0.76711 1.97376 0.06 0.04 -0.14 -0.647
C 2.61821 -1.84239 1.85621 -0.10 0.08 -0.08 0.114
C 2.29004 -2.58375 2.98268 -0.19 -0.17 -0.03 -0.356
N 2.07301 -2.18124 0.55556 0.27 -0.82 0.26 0.804
C 2.80443 -3.32550 -0.13842 -0.17 0.34 -0.01 1.710
C 4.26959 -3.36977 0.28831 0.09 0.12 0.00 -1.949
C 2.14321 -4.66237 0.22507 0.10 0.07 0.20 -1.616
C 2.76351 -3.09213 -1.64600 -0.17 0.09 0.04 -1.546
H 3.03291 -2.76842 6.31221 0.01 -0.01 -0.02 0.370
H 2.63584 -4.13969 5.26827 0.01 0.01 0.01 0.362
H 1.39209 -2.96638 5.68722 0.14 -0.03 -0.04 0.194
H 4.10249 -0.91475 5.29160 -0.03 -0.02 -0.07 0.326
H 6.01549 0.42140 3.23857 -0.03 0.01 0.00 0.368
H 4.86409 1.24184 4.28969 0.00 0.00 -0.03 0.430
H 4.79323 1.48396 2.53466 0.00 -0.04 0.04 0.366
H 3.74801 -0.20403 1.08545 -0.03 0.05 0.01 0.620
H 1.59094 -3.40995 2.88959 0.01 0.05 0.01 0.538
H 4.37862 -3.56235 1.35523 0.02 -0.02 -0.02 0.423
H 4.78277 -2.43324 0.05532 -0.03 -0.07 -0.02 0.364
H 4.75744 -4.17861 -0.25964 0.00 0.02 0.02 0.455
H 2.36863 -5.41087 -0.53830 0.03 0.00 0.05 0.518
H 1.06713 -4.55277 0.30740 -0.11 0.01 -0.05 0.069
H 2.51703 -5.02828 1.18575 -0.06 0.02 -0.06 0.368
H 3.21735 -2.13185 -1.89413 0.00 0.01 -0.02 0.281
H 1.74382 -3.08554 -2.02466 -0.04 -0.04 -0.04 0.221
H 3.30945 -3.88793 -2.15301 0.03 -0.01 -0.01 0.510
S 2.39041 3.03625 -0.05049 -0.08 -0.17 0.03 -0.368
C 1.79440 1.55202 0.01046 0.20 0.25 -0.08 0.820
N 1.37630 0.45392 0.07069 0.04 0.73 -0.15 -0.466
C -3.65255 1.41187 0.38211 0.05 0.06 0.09 -0.895
C -2.75228 1.97442 1.50952 -0.06 -0.02 -0.07 -0.560
C -1.33605 1.73730 0.98479 -0.16 -0.13 -0.10 -0.200
O -1.46072 0.66161 0.04571 -0.07 0.02 -0.12 0.071
C -2.65460 0.98509 -0.68818 0.15 0.04 0.18 -0.393
H -4.35701 2.14954 0.00007 -0.03 -0.01 0.02 0.351
H -4.21393 0.54721 0.73331 -0.02 0.02 0.00 0.313
H -2.91516 1.43618 2.44318 -0.01 0.01 -0.01 0.181
H -2.92548 3.03365 1.69407 -0.03 0.00 0.03 0.439
H -0.62949 1.44809 1.75020 0.03 -0.03 0.01 -0.537
H -0.95158 2.61911 0.46515 0.05 0.06 -0.05 0.491
H -2.95776 0.12045 -1.25906 0.01 -0.13 -0.08 0.314
H -2.42906 1.81456 -1.36860 0.03 0.04 -0.03 0.288
O -2.69486 -1.20105 5.65101 0.03 -0.03 0.04 -0.702
S -1.34453 -1.58031 5.36519 -0.20 0.12 0.06 1.210
O -0.73231 -2.62706 6.12738 -0.06 -0.04 0.06 -0.714
N -1.19611 -1.91237 3.75375 -0.03 -0.08 -0.10 -0.567
C -0.45801 -1.02847 3.18766 0.15 -0.29 -0.55 -0.468
O -0.18544 -1.05544 1.90967 -0.47 0.24 1.24 0.412
C 0.11153 0.04141 4.04457 -0.01 0.05 -0.07 1.241
C 0.92231 1.10492 3.69877 0.13 0.05 0.05 0.621
C 1.29027 1.99207 4.70431 0.01 -0.01 0.02 -1.461
C 0.85854 1.80402 6.01524 0.01 0.00 -0.01 -0.745
C 0.04755 0.72492 6.35744 0.00 -0.05 0.07 -0.716
C -0.30881 -0.14061 5.34592 0.03 0.12 0.10 0.041
H 1.26688 1.23522 2.68240 0.05 0.00 -0.01 0.288
H 1.91793 2.84138 4.46103 -0.02 -0.05 0.02 0.492
H 1.15365 2.51029 6.78157 0.00 -0.02 -0.03 0.435
H -0.29314 0.57219 7.37460 0.02 0.02 -0.06 0.476

=====

Entry 3:
7
Properties=species:S:1:pos:R:3:forces:R:3:mulliken_charge:R:1 method="wB97M-V/def2-TZVPD" de_lowest_kcal_mol=103.2 gap_ev=11.17 energy_ha=-245.0146 e_homo_ha=-0.380 spin_multiplicity=1 smiles=O[C@@H]1NO1
C -0.02208 0.17553 0.50775 3.11 1.00 0.90 0.321
N -1.04487 -0.52707 -0.14438 -0.43 -0.33 2.49 -0.393
O -0.95939 0.93708 -0.18254 0.50 -0.14 0.22 -0.257
O 1.42530 0.37945 -0.01966 -3.98 -1.06 1.49 -0.458
H 0.09052 0.09725 1.65495 -0.56 0.56 -2.05 0.274
H -0.78495 -1.00671 -0.95942 0.71 0.02 -2.07 0.237
H 1.29548 -0.05551 -0.85669 0.65 -0.05 -0.99 0.276

=====

Entry 4:
104
Properties=species:S:1:pos:R:3:forces:R:3:mulliken_charge:R:1 method="wB97M-V/def2-TZVPD" gap_ev=8.85 energy_ha=-6991.7023 e_homo_ha=-0.334 spin_multiplicity=1 smiles="CN(C)C=O.CN(C)C=O.BrCCBr.CCCC#N.CCCC#N.CCCC#N.CCCC#N.CCCC#N.CCCC#N"
C 5.78554 29.06091 7.23885 1.85 1.89 -2.17 0.145
O 6.39621 30.02161 6.69317 -1.40 -2.22 1.60 -0.627
N 6.07274 27.75860 6.98320 -1.97 -0.14 1.25 0.190
C 5.19724 26.66396 7.46553 1.61 -0.36 -0.43 -0.544
C 7.23078 27.29406 6.27943 0.31 1.28 -0.89 -0.817
H 4.93748 29.23716 7.91851 0.08 -0.23 -0.08 0.312
H 5.74691 26.07620 8.20072 0.03 0.11 0.45 0.435
H 5.18849 25.97486 6.62104 -0.78 0.07 0.04 -0.123
H 4.21291 26.88867 7.87626 0.17 0.50 -0.41 0.362
H 7.89248 26.75053 6.95384 0.07 -0.12 -0.28 0.303
H 6.98719 26.75302 5.36508 -0.27 -0.74 0.40 0.172
H 7.69632 28.17564 5.83876 0.45 0.14 0.57 0.327
C 2.44746 25.57761 2.81627 -0.91 -1.89 0.11 -0.033
O 1.94700 24.98024 3.78349 0.95 1.46 -1.19 -0.573
N 3.73614 25.86084 2.58956 -0.03 0.92 0.64 0.238
C 4.68428 25.73487 3.70002 -0.79 -0.08 0.58 -1.125
C 4.22176 26.21091 1.23297 1.40 -1.15 1.73 -0.866
H 1.90865 25.78086 1.87788 -0.68 0.11 0.24 0.306
H 4.15944 25.78739 4.65390 -0.76 -0.22 -0.28 0.289
H 5.33348 26.59428 3.86753 0.57 -0.22 -1.02 0.413
H 5.12280 24.73727 3.72422 0.72 0.28 -0.25 0.342
H 3.52564 26.12404 0.39872 -0.34 0.49 0.56 0.334
H 4.81873 27.11749 1.33217 -0.44 0.29 -0.58 0.291
H 4.94621 25.40964 1.08723 0.34 0.04 -0.65 0.324
C 2.72031 17.44415 7.60507 -0.30 -1.30 0.76 -0.773
C 2.63069 16.16004 6.76551 1.46 1.12 0.22 -0.410
C 2.54791 14.88674 7.62017 -0.71 0.56 -0.49 -0.714
C 3.58327 14.61105 8.61236 -2.83 1.25 -3.43 0.225
N 4.36846 14.40245 9.37694 3.17 -0.85 3.10 -0.372
H 2.64110 18.35227 7.00745 -0.14 -0.03 0.27 0.004
H 3.55592 17.46366 8.30470 0.50 0.12 -0.39 0.357
H 1.89929 17.26390 8.29899 -0.52 1.05 0.04 0.399
H 3.49240 16.11589 6.09947 -0.06 -0.18 -0.29 0.222
H 1.72637 16.31642 6.17742 0.01 -0.71 -0.16 0.457
H 2.49002 14.06008 6.91209 -0.29 -0.28 0.41 0.342
H 1.63005 15.03738 8.18845 -0.27 -0.68 -0.01 0.325
C 0.56526 20.22409 9.21849 0.44 0.49 -0.08 -0.667
C 0.88128 21.41377 10.10712 0.68 0.40 0.44 -0.528
C 0.46306 22.83133 9.67082 0.07 -0.24 -0.80 0.038
C -0.98592 23.05765 9.54706 -0.53 -0.14 0.32 0.071
N -2.13509 23.16181 9.49055 0.91 -0.02 -0.02 -0.447
H 1.28145 19.42491 9.40946 -0.35 -0.28 0.66 0.178
H 0.88189 20.48059 8.20752 -0.88 0.13 -0.44 -0.004
H -0.46828 19.90663 9.35678 0.12 -0.17 -0.58 0.487
H 1.96954 21.47542 10.11011 0.18 0.08 0.38 0.177
H 0.56039 21.26252 11.13777 0.00 -0.15 0.02 0.430
H 0.91473 23.02785 8.69847 -0.17 -0.07 -0.33 -0.132
H 0.94920 23.57845 10.29817 -0.41 -0.03 0.37 0.409
C 10.36120 19.44949 12.09742 -0.72 0.12 0.78 -1.229
C 8.90531 19.71052 11.65204 0.08 1.18 -1.28 -0.324
C 8.01361 20.71082 12.49951 1.17 -1.80 -0.08 -0.255
C 8.65799 21.97991 12.58888 0.54 1.32 0.14 0.224
N 9.15436 23.00649 12.72633 0.08 -0.01 -0.13 -0.462
H 10.85261 18.83347 11.34433 -0.04 -0.21 0.26 0.330
H 10.37946 19.00055 13.09050 0.10 -0.54 -0.10 0.317
H 10.98004 20.33629 12.23434 -0.33 0.37 -0.35 0.352
H 8.38475 18.80297 11.34631 -0.15 -0.22 0.84 0.332
H 9.03341 20.16215 10.66831 -0.20 0.43 -0.19 0.231
H 8.04870 20.32997 13.52021 -0.62 -0.11 0.16 0.259
H 7.00106 20.89152 12.13868 0.06 -0.55 -0.09 0.268
C 4.21490 23.53922 6.88591 -0.62 -1.09 -1.38 -0.381
C 4.71742 22.08678 6.53970 1.33 2.14 1.92 -0.151
C 4.46664 21.06323 7.61014 -0.60 -1.50 1.55 1.709
C 5.12623 21.14018 9.01613 0.82 0.96 1.80 0.128
N 5.60870 21.21598 10.10010 -1.81 -0.41 -4.13 -0.590
H 4.47012 24.11764 5.99799 0.33 0.28 0.34 -0.560
H 4.61473 23.97895 7.79963 0.23 -0.30 -0.14 0.506
H 3.12791 23.61990 6.89113 -0.18 -0.29 0.30 0.111
H 5.79791 22.22018 6.59291 0.22 -0.13 -0.88 0.141
H 4.39691 21.74789 5.55455 -0.09 -0.03 0.24 0.226
H 4.74891 20.07670 7.24245 0.22 -0.01 0.02 -0.885
H 3.38975 20.95273 7.73742 -0.18 0.12 0.52 -0.502
C 3.02352 18.01670 3.61258 0.28 2.25 -0.26 -0.780
C 3.33232 19.46474 3.02411 1.17 -1.74 0.15 0.002
C 2.19084 20.41180 3.12886 -1.41 1.02 0.19 -0.764
C 1.76428 20.86906 4.45005 0.18 -0.77 0.97 0.286
N 1.44357 21.25557 5.48381 0.09 -0.06 -0.03 -0.447
H 3.96884 17.47455 3.63589 -0.39 -0.34 -0.21 0.302
H 2.24399 17.61263 2.96670 0.22 -0.50 0.16 0.452
H 2.64786 18.11479 4.63109 -0.03 -0.12 0.02 -0.092
H 3.59750 19.27047 1.98486 -0.41 0.29 -0.29 0.360
H 4.27010 19.87954 3.39374 -0.14 0.05 0.57 -0.116
H 1.31423 19.94548 2.67918 -0.15 0.16 -0.19 0.389
H 2.29677 21.41370 2.71284 0.53 -0.23 -1.07 0.380
C 10.73796 21.83988 4.40482 0.87 0.52 0.73 -1.243
C 9.71809 21.78361 3.27594 1.01 -0.30 0.74 -0.356
C 8.33450 21.75959 3.82905 -1.95 0.87 -0.01 -0.145
C 7.84449 22.87984 4.64317 0.55 0.42 0.61 0.308
N 7.40563 23.75847 5.24421 0.12 -0.23 -0.22 -0.422
H 11.76399 22.07421 4.12118 0.03 -0.50 -0.63 0.364
H 10.77116 20.96034 5.04779 -0.14 -0.26 -0.27 0.299
H 10.59148 22.66163 5.10579 -0.73 0.22 -0.04 0.348
H 9.75810 20.81062 2.78624 0.53 0.18 -0.45 0.239
H 9.90673 22.59006 2.56731 -0.27 -0.09 -0.05 0.321
H 8.12498 20.83733 4.37093 0.02 -0.03 -0.01 0.047
H 7.61126 21.86533 3.02045 -0.06 -0.74 -0.44 0.309
Br 6.02834 18.71852 5.35646 -0.04 0.44 -1.19 -0.095
C 6.45026 17.42342 6.65732 -0.47 -1.05 1.45 -0.514
C 7.89458 17.53543 7.08667 -0.50 0.05 0.40 -0.598
Br 8.03433 16.49741 8.78312 0.23 0.54 -0.89 -0.196
H 6.14238 16.40851 6.40579 0.33 0.08 -0.73 0.453
H 5.75792 17.63415 7.47240 0.38 0.31 0.25 0.141
H 8.08854 18.59327 7.26403 0.30 -0.22 0.43 0.406
H 8.59377 17.16895 6.33505 -0.06 -0.23 0.29 0.415

=====

Entry 5:
18
Properties=species:S:1:pos:R:3:forces:R:3:mulliken_charge:R:1 method="wB97M-V/def2-TZVPD" de_lowest_kcal_mol=46.7 gap_ev=9.72 energy_ha=-646.9612 e_homo_ha=-0.328 spin_multiplicity=1 smiles="[H]/N=P/N.CC(C)O"
C -0.81453 1.05048 0.83608 0.09 -0.20 -2.15 -1.358
C -1.70129 -0.50083 -1.00249 -0.90 -2.58 3.74 -1.093
C -1.46886 -0.33797 0.55361 1.34 2.71 1.14 0.412
N 3.25075 1.11386 -0.99765 0.20 -0.13 -1.81 -0.533
N 1.75643 -0.84684 -0.49053 0.94 0.75 -1.03 -0.391
O -0.48055 -1.27672 0.98614 -1.50 -1.72 -3.20 -0.621
P 2.62074 0.41135 0.19074 -0.94 -1.60 1.07 0.117
H -1.58366 1.77841 0.74741 -0.57 1.08 -0.87 0.417
H -0.57874 1.18566 1.82643 0.77 -0.31 2.72 0.477
H 0.14648 1.33432 0.28336 -1.74 -0.60 0.23 0.148
H -2.80203 -0.36311 -1.01684 0.81 0.31 -1.25 0.376
H -1.48142 -1.60962 -1.07900 -0.32 1.24 -0.80 0.238
H -1.00435 0.12898 -1.51687 -0.18 0.27 -0.63 0.327
H -2.42361 -0.29323 1.20982 1.33 -0.88 -1.21 0.298
H -0.15740 -1.31306 1.84400 0.19 0.67 2.69 0.291
H 4.01561 1.71046 -0.82623 0.74 1.06 0.32 0.245
H 1.75246 -0.94094 -1.51306 0.15 0.13 0.62 0.323
H 0.95398 -1.23120 -0.03491 -0.41 -0.22 0.40 0.326

=====

Entry 6:
23
Properties=species:S:1:pos:R:3:forces:R:3:mulliken_charge:R:1 method="wB97M-V/def2-TZVPD" de_lowest_kcal_mol=6.4 gap_ev=10.07 energy_ha=-351.3200 e_homo_ha=-0.333 spin_multiplicity=1 smiles=Cc1ccccc1.CC
C 2.08982 -0.33654 -0.01098 0.20 -0.80 -0.33 -1.246
C -0.79716 -0.15842 2.43999 -0.63 0.31 -0.39 -0.623
C -1.35806 1.07764 2.13073 -0.06 -0.03 0.29 -0.227
C 0.29445 -0.60711 1.72412 0.18 -0.32 -0.16 -0.236
C 0.85849 0.14303 0.69194 -0.28 0.46 0.32 0.471
C -0.85691 1.82631 1.08094 0.39 -0.20 0.71 -0.632
C 0.24722 1.34890 0.38012 -0.10 0.37 -0.30 -0.181
H -1.32150 -0.75359 3.17436 0.42 -0.21 0.21 0.360
H -2.15992 1.46390 2.75649 0.01 -0.08 -0.25 0.343
H 0.72922 -1.57207 1.93098 0.06 -0.20 0.21 0.350
H -1.25076 2.82144 0.95289 -0.04 0.09 -0.50 0.354
H 1.83050 -0.98895 -0.85521 -0.03 -0.01 0.17 0.172
H 2.69744 -0.93575 0.67416 -0.03 0.07 -0.11 0.373
H 0.64738 1.94607 -0.42520 0.14 0.12 -0.11 0.349
H 2.73791 0.42007 -0.44553 -0.18 0.41 0.22 0.367
C -0.37767 -1.67022 -2.68493 0.17 -1.15 0.08 -0.542
C -0.32338 -0.75222 -3.87427 0.57 1.70 -0.51 -0.889
H -0.24900 -1.22438 -1.70072 -0.31 0.44 -0.12 0.015
H -1.29724 -2.26280 -2.68567 0.02 0.13 0.12 0.318
H 0.43500 -2.40579 -2.74704 -0.07 0.08 -0.07 0.259
H -0.06526 -1.24929 -4.81494 -0.29 -0.18 0.21 0.302
H 0.44876 0.03293 -3.77198 0.03 -0.46 0.18 0.260
H -1.21065 -0.12714 -4.04426 -0.16 -0.56 0.14 0.283